A single C2HBrF4S molecule in a non-equilibrium geometry, computed with the ωB97M-V functional and the def2-TZVPD basis.

For the HOMO energy, the calculation gives -9.95 eV. Its maximum force is 0.072 Eh/bohr. For the HOMO-LUMO gap, the calculation gives 8.8 eV. The SMILES is F[C@@H](SBr)C(F)(F)F. Its energy above the lowest of the compared OMol25 structures with the same formula, charge and spin is 0.0 kcal/mol.

Structure (ORCA input):
```
! RIJCOSX wB97M-V def2-TZVPD def2/J DEFGRID3
* xyz 0 1
Br -1.2409 3.0300 0.6861
S 0.3184 1.4449 0.9903
F 1.6018 -1.1161 0.3392
F -1.0054 -0.8967 1.1471
F 0.1153 -1.8251 -1.1552
F 1.3317 -0.1205 -1.3668
C 0.6320 -0.8020 -0.5195
C -0.4205 -0.0358 0.1866
H -1.3323 0.3213 -0.3078
*
```


A 2-piece molecular cluster, C2HBrFN overall in a non-equilibrium geometry, computed with the ωB97M-V functional and the def2-TZVPD basis.

For the HOMO energy (spin up / spin down), the calculation gives -9.36 / -11.49 eV. Its maximum force is 0.063 Eh/bohr. For the HOMO-LUMO gap (spin up / spin down), the calculation gives 10.2 / 7.3 eV. Its energy above the lowest of the compared OMol25 structures with the same formula, charge and spin is 0.0 kcal/mol.

Structure (ORCA input):
```
! RIJCOSX wB97M-V def2-TZVPD def2/J DEFGRID3
* xyz 0 3
Br 3.0105 1.5042 1.3398
F 0.6644 -1.0150 -0.7756
N -2.4365 -0.0245 -0.9121
C -1.4316 -0.2370 -0.4230
C -0.1422 -0.3154 -0.0085
H 0.3355 0.0877 0.7795
*
```


A 2-piece molecular cluster, C2HBrFO2 overall in a non-equilibrium geometry, computed with the ωB97M-V functional and the def2-TZVPD basis.

For the HOMO energy, the calculation gives -2.79 eV. Its maximum force is 0.036 Eh/bohr. For the HOMO-LUMO gap, the calculation gives 6.5 eV. Its energy above the lowest of the compared OMol25 structures with the same formula, charge and spin is 39.4 kcal/mol.

Structure (ORCA input):
```
! RIJCOSX wB97M-V def2-TZVPD def2/J DEFGRID3
* xyz -1 1
Br -0.8252 -0.0953 -1.2759
F 1.7897 0.2797 -0.3302
O -1.9711 -0.6268 1.6279
O 0.1892 -1.3508 1.1202
C 0.6879 1.2022 -0.6812
C -0.9236 -0.9880 1.2485
H 1.0533 1.5790 -1.7092
*
```


C2HBrI2 as an isolated structure in a non-equilibrium geometry, computed with the ωB97M-V functional and the def2-TZVPD basis.

For the HOMO energy (spin up / spin down), the calculation gives -6.04 / -9.53 eV. Its maximum force is 0.109 Eh/bohr. For the HOMO-LUMO gap (spin up / spin down), the calculation gives 6.0 / 6.8 eV. Its energy above the lowest of the compared OMol25 structures with the same formula, charge and spin is 0.0 kcal/mol.

Structure (ORCA input):
```
! RIJCOSX wB97M-V def2-TZVPD def2/J DEFGRID3
* xyz 0 3
I 3.6085 -1.0272 -0.0029
I 1.9926 2.1196 -0.0190
Br 0.4740 -2.2972 -0.0342
C 0.6321 -0.5019 0.2768
C 1.8783 0.0761 0.1677
H -0.2424 -0.0045 0.3290
*
```


A single C2HBrN2O molecule in a non-equilibrium geometry, computed with the ωB97M-V functional and the def2-TZVPD basis.

For the HOMO energy, the calculation gives -9.13 eV. Its maximum force is 0.116 Eh/bohr. For the HOMO-LUMO gap, the calculation gives 9.3 eV. The SMILES is Brc1nnco1. Its energy above the lowest of the compared OMol25 structures with the same formula, charge and spin is 47.2 kcal/mol.

Structure (ORCA input):
```
! RIJCOSX wB97M-V def2-TZVPD def2/J DEFGRID3
* xyz 0 1
Br -2.7754 -0.5362 -0.0188
O -0.0836 -0.8712 -0.0145
N -0.2252 1.4826 -0.0150
N 0.9668 1.0477 -0.0538
C 1.1381 -0.2231 -0.0290
C -1.0247 0.0062 0.0575
H 2.0041 -0.9059 0.0735
*
```


C2HCeFO2 as an isolated structure in a non-equilibrium geometry, computed with the ωB97M-V functional and the def2-TZVPD basis.

For the HOMO energy (spin up / spin down), the calculation gives -23.97 / -24.15 eV. Its maximum force is 0.133 Eh/bohr. For the HOMO-LUMO gap (spin up / spin down), the calculation gives 4.9 / 6.3 eV.

Structure (ORCA input):
```
! RIJCOSX wB97M-V def2-TZVPD def2/J DEFGRID3
* xyz 3 2
Ce 2.3792 0.0120 -0.0379
F -1.6756 1.5366 -0.3291
O -0.0560 -0.0814 0.2170
O -1.7021 -1.7398 -0.1799
C -1.3202 0.6676 0.5803
C -1.2624 -0.7496 0.2591
H -1.3139 1.0581 1.6010
*
```


A single C2HCl2F molecule in a non-equilibrium geometry, computed with the ωB97M-V functional and the def2-TZVPD basis.

For the HOMO energy, the calculation gives -9.67 eV. Its maximum force is 0.131 Eh/bohr. For the HOMO-LUMO gap, the calculation gives 10.3 eV. The SMILES is F/C(Cl)=C\Cl. Its energy above the lowest of the compared OMol25 structures with the same formula, charge and spin is 19.7 kcal/mol.

Structure (ORCA input):
```
! RIJCOSX wB97M-V def2-TZVPD def2/J DEFGRID3
* xyz 0 1
Cl 1.9929 -0.2223 -0.1566
Cl -2.0940 0.0347 -0.1635
F 0.4009 1.7732 -0.0449
C -0.5099 -0.3967 0.0754
C 0.4852 0.3498 -0.0568
H -0.2750 -1.5388 0.3464
*
```


C2HCl2N2O as an isolated structure in a non-equilibrium geometry, computed with the ωB97M-V functional and the def2-TZVPD basis.

For the HOMO energy, the calculation gives -16.94 eV. Its maximum force is 0.113 Eh/bohr. For the HOMO-LUMO gap, the calculation gives 10.0 eV. Its energy above the lowest of the compared OMol25 structures with the same formula, charge and spin is 12.9 kcal/mol.

Structure (ORCA input):
```
! RIJCOSX wB97M-V def2-TZVPD def2/J DEFGRID3
* xyz 1 1
Cl -1.1981 1.6043 -1.0351
Cl -1.1863 -1.3426 -0.3490
O -0.9246 0.3719 2.2695
N -3.7883 0.4457 -0.3714
N -4.8268 0.2200 -0.5832
C -0.7591 0.2870 1.1488
C -0.3442 0.2619 -0.1451
H 0.6918 0.1240 -0.5316
*
```


A 2-piece molecular cluster, C2HCl2NO2 overall in a non-equilibrium geometry, computed with the ωB97M-V functional and the def2-TZVPD basis.

For the HOMO energy (spin up / spin down), the calculation gives -10.81 / -10.80 eV. Its maximum force is 0.080 Eh/bohr. For the HOMO-LUMO gap (spin up / spin down), the calculation gives 8.2 / 8.2 eV. Its energy above the lowest of the compared OMol25 structures with the same formula, charge and spin is 52.4 kcal/mol.

Structure (ORCA input):
```
! RIJCOSX wB97M-V def2-TZVPD def2/J DEFGRID3
* xyz 0 1
Cl -2.6533 0.2412 0.9408
Cl 1.2517 1.6853 -0.5674
O 0.3092 -0.4549 0.6724
O 0.1252 0.2431 1.7154
N 0.8541 -1.4504 -2.4843
C 0.8598 -0.7283 -1.5785
C 0.7082 0.0792 -0.4177
H -1.4550 0.3848 1.7193
*
```


A 2-piece molecular cluster, C2HCl2O3S overall in a non-equilibrium geometry, computed with the ωB97M-V functional and the def2-TZVPD basis.

For the HOMO energy (spin up / spin down), the calculation gives -1.75 / -5.84 eV. Its maximum force is 0.107 Eh/bohr. For the HOMO-LUMO gap (spin up / spin down), the calculation gives 4.9 / 6.7 eV.

Structure (ORCA input):
```
! RIJCOSX wB97M-V def2-TZVPD def2/J DEFGRID3
* xyz -1 3
Cl -3.2006 -0.4852 -1.1574
Cl -1.1738 1.5985 -1.4793
S 1.9078 -0.0366 0.4245
O 2.3565 1.2844 0.6218
O 1.7467 -0.5888 -0.8875
O 2.0943 -1.0033 1.4743
C -0.9256 -0.1301 0.5611
C -1.5279 0.4019 -0.4050
H -1.2774 -1.0408 0.8476
*
```


A 2-piece molecular cluster, C2HCl2OS overall in a non-equilibrium geometry, computed with the ωB97M-V functional and the def2-TZVPD basis.

For the HOMO energy, the calculation gives -3.21 eV. Its maximum force is 0.072 Eh/bohr. For the HOMO-LUMO gap, the calculation gives 6.6 eV. Its energy above the lowest of the compared OMol25 structures with the same formula, charge and spin is 0.0 kcal/mol.

Structure (ORCA input):
```
! RIJCOSX wB97M-V def2-TZVPD def2/J DEFGRID3
* xyz -1 1
Cl -1.3746 0.6773 1.6815
Cl -1.1388 1.6706 -1.1278
S 2.4393 0.4467 -0.3791
O 1.1847 -1.8584 0.2905
C -0.8873 0.2231 -0.0924
C 1.4792 -0.7549 -0.0619
H -1.7024 -0.4044 -0.3108
*
```


A 2-piece molecular cluster, C2HCl3OS overall in a non-equilibrium geometry, computed with the ωB97M-V functional and the def2-TZVPD basis.

For the HOMO energy (spin up / spin down), the calculation gives -7.50 / -10.56 eV. Its maximum force is 0.111 Eh/bohr. For the HOMO-LUMO gap (spin up / spin down), the calculation gives 7.9 / 6.9 eV. Its energy above the lowest of the compared OMol25 structures with the same formula, charge and spin is 0.0 kcal/mol.

Structure (ORCA input):
```
! RIJCOSX wB97M-V def2-TZVPD def2/J DEFGRID3
* xyz 0 3
Cl -0.2267 2.4380 0.7408
Cl -3.3396 0.9146 0.9396
Cl -2.7287 -1.8255 0.8255
S -2.3277 -0.0923 -1.5835
O 0.5699 0.0086 0.4174
C 0.0757 0.9807 -0.0657
C -2.7188 -0.3512 -0.0785
H -0.2768 0.9848 -1.1553
*
```


A 2-piece molecular cluster, C2HCl3S overall in a non-equilibrium geometry, computed with the ωB97M-V functional and the def2-TZVPD basis.

For the HOMO energy (spin up / spin down), the calculation gives -6.88 / -10.82 eV. Its maximum force is 0.088 Eh/bohr. For the HOMO-LUMO gap (spin up / spin down), the calculation gives 7.1 / 7.8 eV. Its energy above the lowest of the compared OMol25 structures with the same formula, charge and spin is 8.6 kcal/mol.

Structure (ORCA input):
```
! RIJCOSX wB97M-V def2-TZVPD def2/J DEFGRID3
* xyz 0 3
Cl 2.7215 -0.8032 -1.4819
Cl 2.0591 -0.8911 1.2255
Cl 3.5425 1.2751 0.1603
S -0.2270 2.0695 0.4040
C 0.3364 0.8486 -0.3386
C 2.2945 0.1601 -0.1471
H -0.2922 0.2779 -0.9688
*
```


A single C2HClF2O molecule in a non-equilibrium geometry, computed with the ωB97M-V functional and the def2-TZVPD basis.

For the HOMO energy, the calculation gives -10.86 eV. Its maximum force is 0.099 Eh/bohr. For the HOMO-LUMO gap, the calculation gives 11.3 eV. The SMILES is O=CC(F)(F)Cl. Its energy above the lowest of the compared OMol25 structures with the same formula, charge and spin is 10.4 kcal/mol.

Structure (ORCA input):
```
! RIJCOSX wB97M-V def2-TZVPD def2/J DEFGRID3
* xyz 0 1
Cl 1.8287 -0.5126 -0.2866
F 0.2906 1.0160 -1.3467
F 0.5023 1.2290 0.8466
O -1.7485 -0.4379 -0.4420
C -0.7446 -0.5033 0.1999
C 0.4811 0.3342 -0.1725
H -0.6095 -1.1253 1.2013
*
```


A 2-piece molecular cluster, C2HClF2S overall in a non-equilibrium geometry, computed with the ωB97M-V functional and the def2-TZVPD basis.

For the HOMO energy (spin up / spin down), the calculation gives -8.49 / -8.28 eV. Its maximum force is 0.031 Eh/bohr. For the HOMO-LUMO gap (spin up / spin down), the calculation gives 7.7 / 7.1 eV. Its energy above the lowest of the compared OMol25 structures with the same formula, charge and spin is 90.0 kcal/mol.

Structure (ORCA input):
```
! RIJCOSX wB97M-V def2-TZVPD def2/J DEFGRID3
* xyz 0 1
Cl 2.9799 -1.4555 -0.1190
S 2.2844 1.5039 0.1725
F -2.8900 -0.5587 0.1443
F -1.8569 1.2880 -0.2923
C -1.7607 -0.0254 -0.2555
C 2.1870 -0.0719 0.3851
H -0.9438 -0.6804 -0.0351
*
```


A 2-piece molecular cluster, C2HClF2S overall in a non-equilibrium geometry, computed with the ωB97M-V functional and the def2-TZVPD basis.

For the HOMO energy (spin up / spin down), the calculation gives -9.71 / -9.54 eV. Its maximum force is 0.046 Eh/bohr. For the HOMO-LUMO gap (spin up / spin down), the calculation gives 7.4 / 8.1 eV. Its energy above the lowest of the compared OMol25 structures with the same formula, charge and spin is 93.3 kcal/mol.

Structure (ORCA input):
```
! RIJCOSX wB97M-V def2-TZVPD def2/J DEFGRID3
* xyz 0 1
Cl 0.0451 2.0571 -0.0805
S 2.2417 0.1928 -0.8119
F 0.1093 -1.7537 0.3018
F -0.8548 -0.1673 1.4604
C 0.7366 0.5178 -0.1619
C -0.1605 -0.4442 0.3419
H -2.1174 -0.4025 -1.0498
*
```


A 2-piece molecular cluster, C2HClF2S overall in a non-equilibrium geometry, computed with the ωB97M-V functional and the def2-TZVPD basis.

For the HOMO energy (spin up / spin down), the calculation gives -8.27 / -7.93 eV. Its maximum force is 0.047 Eh/bohr. For the HOMO-LUMO gap (spin up / spin down), the calculation gives 7.5 / 7.0 eV. Its energy above the lowest of the compared OMol25 structures with the same formula, charge and spin is 91.0 kcal/mol.

Structure (ORCA input):
```
! RIJCOSX wB97M-V def2-TZVPD def2/J DEFGRID3
* xyz 0 1
Cl -0.1092 1.7779 -2.2023
S -2.6912 0.3388 -1.2916
F -0.2696 -0.7498 1.2985
F 1.6652 -1.3529 2.0437
C -1.1285 0.6426 -1.5374
C 1.0224 -0.6936 1.1324
H 1.5109 0.0370 0.5567
*
```


A single C2HClF4S molecule in a non-equilibrium geometry, computed with the ωB97M-V functional and the def2-TZVPD basis.

For the HOMO energy, the calculation gives -9.95 eV. Its maximum force is 0.060 Eh/bohr. For the HOMO-LUMO gap, the calculation gives 10.0 eV. The SMILES is FC(F)C(F)(F)SCl. Its energy above the lowest of the compared OMol25 structures with the same formula, charge and spin is 0.0 kcal/mol.

Structure (ORCA input):
```
! RIJCOSX wB97M-V def2-TZVPD def2/J DEFGRID3
* xyz 0 1
Cl -2.8177 -1.1106 -0.6765
S -1.5540 -0.6101 0.7256
F 1.7289 1.0581 -0.2377
F 0.8841 0.3911 1.7349
F -0.5129 1.4164 -0.6674
F -0.0502 -0.5257 -1.4861
C -0.2566 0.1248 -0.3038
C 1.0390 0.1348 0.4569
H 1.5395 -0.8787 0.4542
*
```


A single C2HClFN molecule in a non-equilibrium geometry, computed with the ωB97M-V functional and the def2-TZVPD basis.

For the HOMO energy, the calculation gives -12.01 eV. Its maximum force is 0.060 Eh/bohr. For the HOMO-LUMO gap, the calculation gives 12.2 eV. The SMILES is N#C[C@H](F)Cl. Its energy above the lowest of the compared OMol25 structures with the same formula, charge and spin is 6.7 kcal/mol.

Structure (ORCA input):
```
! RIJCOSX wB97M-V def2-TZVPD def2/J DEFGRID3
* xyz 0 1
Cl 0.5713 1.6897 -0.6449
F 0.6290 0.2768 1.4177
N -1.8889 -0.9505 -0.5611
C 0.3708 0.0473 0.1433
C -0.8693 -0.5800 -0.1990
H 1.1869 -0.4832 -0.1561
*
```


C2HClIN as an isolated structure in a non-equilibrium geometry, computed with the ωB97M-V functional and the def2-TZVPD basis.

For the HOMO energy, the calculation gives -8.72 eV. Its maximum force is 0.096 Eh/bohr. For the HOMO-LUMO gap, the calculation gives 7.9 eV. Its energy above the lowest of the compared OMol25 structures with the same formula, charge and spin is 64.8 kcal/mol.

Structure (ORCA input):
```
! RIJCOSX wB97M-V def2-TZVPD def2/J DEFGRID3
* xyz 0 1
I -0.0525 -1.1939 -3.4330
Cl -0.0058 1.8582 -3.8446
N 0.2237 0.6773 -0.3100
C -0.3673 0.6277 0.6521
C -1.0051 0.6537 -3.3735
H -0.9115 0.8804 1.6436
*
```